# 1
C5H6ClF | ωB97M-V/def2-TZVPD

```
13
Properties=species:S:1:pos:R:3:mulliken_charge:R:1
F 0.03 2.13 -0.19 -0.26
C -1.11 1.51 0.20 -0.21
C -1.24 0.27 0.01 0.27
Cl -2.75 -0.41 -0.08 -0.21
C -0.13 -0.86 -0.09 -0.35
C 1.24 -0.58 0.70 -0.50
C 1.19 -0.50 -0.77 -0.59
H -1.98 2.23 0.16 0.33
H -0.41 -1.87 -0.26 0.44
H 1.00 0.36 1.32 0.24
H 1.46 -1.56 1.22 0.29
H 1.02 0.57 -0.94 0.23
H 1.69 -1.31 -1.27 0.30
```

Output
E_HOMO in eV: -9.1
Strongest force on any atom in eV/Å: 6.6
LUMO level in eV: 1.01

# 2
C5H6ClFO | ωB97M-V/def2-TZVPD

```
14
Properties=species:S:1:pos:R:3:mulliken_charge:R:1
C 2.33 0.54 0.74 -0.78
C 1.71 -0.43 0.11 0.48
F 2.45 -1.36 -0.56 -0.27
C 0.29 -0.81 0.05 -0.59
C -0.81 -0.06 0.02 0.54
Cl -2.36 -0.89 0.11 -0.23
C -1.04 1.42 -0.12 -0.53
O 0.16 2.11 -0.36 -0.47
H 3.43 0.62 0.70 0.28
H 1.76 1.29 1.27 0.27
H 0.13 -1.87 0.10 0.35
H -1.52 1.76 0.80 0.30
H -1.76 1.55 -0.95 0.36
H -0.09 3.01 -0.61 0.28
```

Output
E_HOMO in eV: -9.0
Strongest force on any atom in eV/Å: 0.6
LUMO level in eV: 0.61

# 3
C5H6ClFS | ωB97M-V/def2-TZVPD

```
14
Properties=species:S:1:pos:R:3:mulliken_charge:R:1
C -0.09 1.81 -0.13 0.13
C -0.60 0.91 0.67 -0.77
C -0.97 -0.62 0.21 0.12
C 0.20 -1.25 -0.55 -0.59
C 1.41 -0.55 0.22 -0.26
H -0.37 2.92 0.16 0.29
H -0.62 1.16 1.91 0.37
H -1.33 -1.40 1.04 0.31
H 0.39 -1.05 -1.63 0.34
H 0.09 -2.47 -0.45 0.33
H 1.17 0.19 1.50 0.30
F 0.25 1.86 -1.49 -0.22
S 2.92 -0.68 -0.64 -0.15
Cl -2.45 -0.82 -0.82 -0.19
```

Output
E_HOMO in eV: -8.7
Strongest force on any atom in eV/Å: 5.8
LUMO level in eV: -0.73

# 4
C5H6ClIN2 | ωB97M-V/def2-TZVPD

```
15
Properties=species:S:1:pos:R:3:mulliken_charge:R:1
C 1.32 0.30 1.53 -0.11
C 0.08 -0.01 1.65 -0.31
C 1.99 0.20 0.26 0.11
C 0.16 0.00 -1.37 -0.28
C -0.97 -0.01 -0.44 -0.33
N 1.50 0.07 -0.91 -0.51
N -1.84 -1.01 -0.25 -0.35
Cl -2.50 -1.43 -1.95 -0.15
I -1.71 2.15 -0.10 -0.01
H 1.83 0.47 2.47 0.33
H -0.59 0.01 2.60 0.28
H 3.20 0.42 0.31 0.23
H 0.05 -1.08 -1.81 0.28
H 0.15 0.74 -2.18 0.37
H -2.69 -0.83 0.18 0.43
```

Output
E_HOMO (spin up / spin down) in eV: -8.6 / -8.6
Strongest force on any atom in eV/Å: 6.4
LUMO level (spin up / spin down) in eV: -1.01 / -1.01

# 5
C5H6ClN5 | ωB97M-V/def2-TZVPD

```
17
Properties=species:S:1:pos:R:3:mulliken_charge:R:1
N 2.53 1.58 2.00 -0.29
C 1.68 1.01 1.19 0.33
N 1.75 1.15 -0.16 -0.54
C 0.76 0.49 -0.68 -0.03
C -0.01 -0.14 0.34 0.35
N -1.11 -0.90 0.26 -0.10
C -1.94 -1.31 -0.72 -0.10
N -1.91 -0.99 -2.01 -0.06
C -2.29 -1.00 -3.14 0.63
Cl -2.65 -0.89 -4.65 0.08
N 0.62 0.21 1.52 -0.08
H 3.26 2.14 1.58 0.28
H 2.49 1.51 3.01 0.25
H 0.61 0.46 -1.74 0.39
H -1.40 -1.29 1.16 0.27
H -2.75 -1.96 -0.41 0.40
H 0.36 -0.07 2.46 0.21
```

Output
E_HOMO (spin up / spin down) in eV: -16.0 / -16.0
Charge: +2
Strongest force on any atom in eV/Å: 3.3
LUMO level (spin up / spin down) in eV: -9.43 / -9.26

# 6
C5H6ClNO | ωB97M-V/def2-TZVPD

```
14
Properties=species:S:1:pos:R:3:mulliken_charge:R:1
C -1.13 0.67 1.00 -1.42
C 0.06 0.51 0.05 0.97
C 0.62 1.72 -0.51 -0.05
N 1.01 2.73 -0.91 -0.46
C 0.12 -0.73 -0.87 -0.24
O -1.01 -1.55 -0.87 -0.49
C 1.03 -0.66 0.27 -0.20
Cl 2.75 -0.49 0.07 -0.18
H -0.76 1.26 1.88 0.35
H -1.55 -0.32 1.33 0.32
H -1.93 1.19 0.45 0.34
H 0.52 -0.56 -1.88 0.38
H -0.62 -2.40 -1.11 0.34
H 0.90 -1.38 1.10 0.33
```

Output
E_HOMO in eV: -10.4
Strongest force on any atom in eV/Å: 1.8
LUMO level in eV: 0.48

# 7
C5H6ClNO2 | ωB97M-V/def2-TZVPD

```
15
Properties=species:S:1:pos:R:3:mulliken_charge:R:1
C 1.73 0.80 -0.37 0.11
C 2.89 1.14 0.30 -0.59
C 0.77 0.58 0.58 0.31
C -2.14 -0.82 -1.13 -0.72
C -0.53 0.03 0.35 0.04
N 2.57 1.26 1.61 -0.26
O 1.35 0.95 1.78 -0.11
O -0.88 -0.35 -0.79 -0.24
Cl -2.35 -2.57 1.56 -0.72
H 1.50 0.53 -1.42 0.36
H 3.85 1.32 -0.08 0.45
H -2.97 -0.38 -0.57 0.37
H -2.25 -1.96 -0.93 0.31
H -2.35 -0.60 -2.17 0.27
H -1.18 0.05 1.28 0.41
```

Output
E_HOMO (spin up / spin down) in eV: -7.9 / -7.9
Strongest force on any atom in eV/Å: 4.2
LUMO level (spin up / spin down) in eV: -2.66 / -2.66

# 8
C5H6ClO3 | ωB97M-V/def2-TZVPD

```
15
Properties=species:S:1:pos:R:3:mulliken_charge:R:1
C -0.32 0.16 -0.93 0.38
C -0.86 -0.23 1.80 0.77
C -0.87 1.56 -1.22 -1.10
C 1.31 -1.50 0.31 -1.09
C 0.60 -0.22 0.07 0.37
O -1.41 0.79 1.80 -0.45
O -0.70 -0.66 -1.76 -0.74
O -0.52 -1.29 2.24 -0.54
Cl 1.47 1.22 0.83 -0.30
H -1.04 2.14 -0.36 0.34
H -0.27 2.24 -1.89 0.25
H -1.77 1.39 -1.86 0.30
H 1.96 -1.74 -0.64 0.25
H 1.93 -1.50 1.19 0.35
H 0.51 -2.35 0.42 0.22
```

Output
E_HOMO in eV: -3.1
Charge: -1
Strongest force on any atom in eV/Å: 3.5
LUMO level in eV: 3.69

# 9
C5H6CrO4 | ωB97M-V/def2-TZVPD

```
16
Properties=species:S:1:pos:R:3:mulliken_spin:R:1
O 1.74 -0.10 -0.03 0.22
C 2.16 0.99 -0.57 0.39
C 1.71 2.32 -0.36 0.19
O 0.78 2.69 0.41 0.19
Cr -0.15 1.42 1.55 4.30
H 3.06 0.87 -1.18 0.02
H 2.30 3.09 -0.88 0.01
C -2.74 -1.34 -0.98 -0.01
C -1.78 -1.28 -0.07 0.00
O -0.59 -0.65 -0.34 0.01
C 0.31 -0.44 0.68 -0.32
O 0.55 -1.61 1.33 -0.02
H -2.62 -0.90 -1.97 0.00
H -1.89 -1.70 0.93 0.00
H -3.65 -1.91 -0.77 0.00
H 0.83 -1.45 2.23 0.01
```

Output
2S+1: 6
E_HOMO (spin up / spin down) in eV: -12.6 / -12.6
Charge: +1
Strongest force on any atom in eV/Å: 1.7
LUMO level (spin up / spin down) in eV: -5.45 / -5.77
<S²>: 8.832